{"formula": "C11H10NO2", "method": "ωB97M-V with the def2-TZVPD basis set", "homo_lumo_gap_ev": [7.51, 7.51], "relative_energy_kcal_mol": 144.43, "charge": 1, "total_energy_ha": -629.959376, "e_lumo_ev": [-5.18, -5.18], "homo_ev": [-12.69, -12.69], "species": ["C", "C", "C", "C", "C", "C", "C", "C", "C", "C", "C", "N", "O", "O", "H", "H", "H", "H", "H", "H", "H", "H", "H", "H"], "coordinates": [[1.702, -3.071, -2.106], [2.182, -1.796, -2.233], [0.474, -3.413, -1.525], [-2.297, 3.007, 2.153], [1.575, -0.680, -1.669], [-0.107, -2.363, -0.899], [-1.362, 2.968, 1.112], [-1.912, 2.028, 3.061], [0.439, -1.045, -0.889], [-0.524, 1.874, 1.371], [0.696, 1.551, 0.707], [-0.247, -0.110, -0.230], [-1.385, -0.138, 0.104], [-0.874, 1.325, 2.585], [2.237, -3.898, -2.650], [3.092, -1.518, -2.842], [0.062, -4.502, -1.543], [-3.128, 3.811, 2.339], [1.805, 0.304, -2.004], [-1.029, -2.532, -0.258], [-1.393, 3.448, 0.196], [-2.377, 1.799, 4.087], [0.879, 1.969, -0.163], [1.492, 0.981, 1.295]], "nbo_charge": [-0.11, -0.23, -0.21, -0.32, -0.12, -0.12, -0.14, 0.21, -0.04, 0.14, -0.16, 0.22, -0.22, -0.38, 0.24, 0.25, 0.27, 0.27, 0.24, 0.25, 0.24, 0.25, 0.21, 0.26]}

{"formula": "C5H7NO", "method": "ωB97M-V with the def2-TZVPD basis set", "homo_lumo_gap_ev": 9.10, "relative_energy_kcal_mol": 130.65, "total_energy_ha": -324.516266, "e_lumo_ev": 0.72, "homo_ev": -8.38, "species": ["O", "C", "C", "C", "C", "C", "N", "H", "H", "H", "H", "H", "H", "H"], "coordinates": [[1.307, 0.980, 1.421], [1.384, 1.311, 0.136], [0.350, 0.968, -0.806], [-0.016, -0.450, -1.097], [-0.203, -1.300, 0.152], [-1.241, -0.238, 0.569], [-1.049, 0.532, -0.700], [2.188, 1.442, 1.357], [0.498, 1.567, -1.701], [0.080, -0.819, -2.114], [0.664, -1.438, 0.801], [-0.648, -2.271, -0.077], [-1.049, 0.327, 1.483], [-2.267, -0.612, 0.576]], "nbo_charge": [-0.66, 0.15, -0.29, -0.03, -0.44, -0.23, -0.35, 0.54, 0.24, 0.21, 0.22, 0.22, 0.21, 0.20]}

{"formula": "C26H24F3N3RuSi", "method": "ωB97M-V with the def2-TZVPD basis set", "multiplicity": 5, "homo_lumo_gap_ev": [7.43, 6.37], "charge": 2, "total_energy_ha": -1852.805493, "e_lumo_ev": [-7.29, -8.50], "s2": 6.023, "homo_ev": [-14.72, -14.88], "species": ["Ru", "C", "C", "C", "C", "C", "C", "N", "N", "C", "C", "C", "C", "C", "C", "H", "H", "H", "H", "H", "H", "H", "H", "H", "F", "C", "F", "F", "C", "C", "C", "N", "C", "C", "H", "H", "H", "H", "C", "Si", "C", "C", "C", "C", "C", "C", "C", "H", "H", "H", "H", "H", "H", "H", "H", "H", "H", "H"], "coordinates": [[0.167, 0.097, 0.119], [4.803, 3.029, -1.454], [3.893, 4.081, -1.367], [2.586, 3.843, -0.991], [2.188, 2.538, -0.693], [3.099, 1.486, -0.779], [4.403, 1.731, -1.161], [0.876, 2.215, -0.298], [0.025, 3.118, -0.245], [-1.241, 2.674, 0.175], [-2.047, 3.605, 0.793], [-3.245, 3.210, 1.372], [-3.624, 1.878, 1.355], [-2.844, 0.944, 0.689], [-1.643, 1.289, 0.017], [5.824, 3.226, -1.752], [4.211, 5.089, -1.593], [1.874, 4.652, -0.917], [2.779, 0.469, -0.559], [5.110, 0.915, -1.235], [-1.707, 4.631, 0.854], [-3.873, 3.943, 1.860], [-4.541, 1.566, 1.836], [-3.190, -0.082, 0.650], [3.987, -4.273, 3.999], [2.780, -3.888, 4.423], [2.928, -3.235, 5.577], [2.036, -4.971, 4.635], [2.147, -2.974, 3.387], [0.992, -3.340, 2.718], [0.476, -2.473, 1.775], [1.061, -1.297, 1.490], [2.182, -0.946, 2.151], [2.754, -1.758, 3.104], [0.497, -4.279, 2.921], [-0.421, -2.719, 1.222], [2.621, 0.012, 1.902], [3.654, -1.446, 3.616], [0.076, 0.424, -2.582], [-1.656, 0.461, -1.808], [-2.782, 1.551, -2.784], [-2.219, -1.299, -1.556], [-3.572, -1.659, -1.487], [-3.950, -2.978, -1.306], [-2.986, -3.974, -1.186], [-1.644, -3.645, -1.261], [-1.261, -2.320, -1.450], [-0.168, 0.090, -3.599], [0.838, -0.290, -2.250], [0.522, 1.412, -2.668], [-2.968, 1.148, -3.781], [-2.343, 2.544, -2.907], [-3.741, 1.654, -2.274], [-4.339, -0.901, -1.590], [-5.001, -3.234, -1.270], [-3.288, -5.004, -1.055], [-0.891, -4.421, -1.208], [-0.202, -2.118, -1.573]], "nbo_charge": [1.24, -0.14, -0.18, -0.20, 0.12, -0.22, -0.19, -0.23, -0.11, 0.13, -0.18, -0.10, -0.22, -0.05, -0.69, 0.25, 0.25, 0.25, 0.19, 0.24, 0.26, 0.25, 0.25, 0.23, -0.30, 0.97, -0.30, -0.30, -0.02, -0.20, 0.07, -0.58, 0.05, -0.19, 0.27, 0.23, 0.22, 0.27, -1.15, 1.65, -1.13, -0.57, -0.12, -0.20, -0.16, -0.20, -0.23, 0.31, 0.24, 0.27, 0.28, 0.27, 0.26, 0.21, 0.24, 0.24, 0.23, 0.20]}

Number 1: strongest force on any atom 7.19 eV/A. Number 2: strongest force on any atom 2.37 eV/A. Number 3: strongest force on any atom 1.11 eV/A.